DFT (ωB97M-V/def2-TZVPD) results for a single C5H7NO molecule.

CARTESIAN COORDINATES (ANGSTROEM)
C  -1.7505  0.8566  0.1162
N  -2.4000  -0.2532  -0.0874
O  -1.5168  -1.3305  -0.1068
C  -0.1844  -0.8055  0.3135
C  1.2546  -0.9389  -0.1255
C  1.2734  0.6843  0.0496
C  -0.2938  0.6045  -0.2963
H  -2.3945  1.7252  0.3225
H  -0.1004  -0.5406  1.4021
H  1.3292  -1.2815  -1.1491
H  1.9398  -1.5698  0.3854
H  1.7872  1.3982  -0.5518
H  1.3457  0.8259  1.1577
H  -0.2894  0.6253  -1.4300

Force components x, y, z for each atom (eV/Å):
-0.40 -0.34 -0.88
1.07 0.91 1.64
1.44 -1.12 0.29
-2.20 2.47 -0.86
-0.07 1.13 -1.59
-1.93 -1.32 1.92
0.83 -0.72 0.06
0.69 -0.22 -0.50
-0.99 -1.01 -0.42
-0.09 0.44 -0.56
0.45 -0.20 1.08
0.87 0.03 -0.27
0.52 0.41 -1.02
-0.18 -0.47 1.10

As for the energy above the lowest of the compared OMol25 structures with the same formula, charge and spin: 481.89 kJ/mol. The total energy comes out at -8831.2083 eV. As for the SMILES: C1=NO[C@H]2CC[C@H]12.

Löwdin atomic charge list, values in e, 5 entries: C -0.09; N 0.04; O -0.10; C -0.28; C -0.09